C5H14N2 | wB97M-V/def2-TZVPD

Structure (XYZ):
```
21
Properties=species:S:1:pos:R:3:forces:R:3
C -0.316 1.588 -2.268 1.054 -0.443 0.610
N -0.877 1.250 -0.970 -0.125 0.106 0.767
C -0.229 0.088 -0.336 0.646 0.730 0.190
C -0.731 -1.209 -0.932 -1.140 -0.649 -1.123
C -0.363 0.117 1.199 -0.572 -0.171 0.488
C 0.509 -0.944 1.847 -0.942 -2.139 1.464
N 1.953 -0.797 1.618 -0.029 1.433 0.169
H -0.948 2.259 -2.867 0.482 0.040 0.459
H -0.128 0.690 -2.835 -0.319 -0.536 -0.779
H 0.749 1.907 -2.082 -1.152 0.612 -0.342
H -1.895 1.216 -0.917 0.454 -0.140 -0.275
H 0.838 0.165 -0.588 -0.107 0.141 0.081
H -0.766 -1.098 -2.015 0.423 0.087 -0.272
H -0.264 -2.192 -0.782 0.286 0.602 0.494
H -1.801 -1.328 -0.750 -0.110 -0.071 0.609
H -1.424 -0.128 1.408 0.409 0.015 0.125
H -0.190 1.067 1.722 0.126 0.219 -0.780
H 0.157 -1.880 1.388 0.447 -0.065 0.052
H 0.269 -1.156 2.957 0.215 0.915 -1.451
H 2.072 0.213 1.559 0.194 0.122 -0.645
H 2.493 -0.921 2.468 -0.240 -0.807 0.159
```
Positions in Å, forces in eV/Å.

Properties
2S+1: 1
Frontier orbital gap (Ha): 0.353
SMILES string: CN[C@H](C)CCN
M (Da): 102.2
ΔE to the lowest compared entry with this formula, charge and spin (kJ/mol): 124.7
E_tot (eV): -8391.3266

These are the natural (NBO) partial charges, in e, on atoms 1 to 8:
1. C -0.408
2. N -0.639
3. C -0.058
4. C -0.644
5. C -0.413
6. C -0.219
7. N -0.829
8. H 0.209